# C17H45FeO6

C17H45FeO6 as an isolated structure at a distorted geometry (ωB97M-V/def2-TZVPD, OMol25).

F_max, hartree/bohr: 0.075
Net charge: +1
Gap between HOMO and LUMO (spin up / spin down), Ha: 0.2714 / 0.2308
E_HOMO (spin up / spin down), eV: -9.63 / -11.98
Expectation value of S²: 12.017
Multiplicity: 7
Molar mass, g/mol: 401.39

```
69
Properties=species:S:1:pos:R:3:forces:R:3
Fe 0.55657 -0.04463 3.34771 0.15 0.28 -3.83
O -1.50543 -0.63722 3.34870 0.45 -0.16 0.54
O 0.30367 3.96288 -5.90368 -1.80 1.30 -1.69
O -3.59832 -2.07301 -2.52878 -0.63 -2.06 -0.48
O 0.62553 -2.20582 2.51746 -0.19 0.06 1.10
O 0.58704 0.45283 1.33659 -0.22 -0.24 1.79
O 2.77579 0.52162 3.36996 -1.09 0.38 0.86
C -0.71665 3.40916 -3.70888 -0.22 -0.29 -0.58
C 1.19292 -2.85964 1.38973 0.37 1.38 -2.18
C 0.28879 1.02946 0.03646 0.07 -0.17 0.64
C 3.91750 -0.14577 2.89696 1.55 0.45 -0.56
C 4.18352 0.30221 1.49087 0.29 0.58 -0.49
C -3.10038 -0.04577 -3.76903 0.92 -0.07 0.95
C -3.83170 -0.14895 -1.20430 -0.14 1.01 -1.32
C -3.09087 -0.82339 -2.38773 0.05 2.37 0.92
C -2.59331 -0.38824 2.47556 -0.30 -0.81 -2.34
C 2.15399 -3.93176 1.77005 -0.37 -0.21 0.21
C 0.50805 3.92097 -4.54035 0.34 -2.37 0.90
C 1.66653 2.93042 -4.45651 0.33 -0.27 1.76
C -3.64571 -1.51553 2.70310 -0.56 1.81 0.47
C 5.08853 0.10634 3.85492 1.14 -2.23 0.84
C 1.39769 0.89546 -0.99451 0.12 -0.17 0.26
C -3.03140 1.04350 2.49955 -1.79 -0.51 -0.24
C 0.06945 -3.27832 0.42580 0.69 -0.31 0.09
H -4.54767 -1.93504 -2.49255 -0.31 -0.58 -0.21
H 0.02251 2.08018 0.15124 -0.05 0.07 0.28
H 1.76346 -0.13117 -0.97599 0.21 0.03 -0.11
H -2.25061 -0.49359 1.44621 0.66 -0.51 0.00
H 3.11591 1.06819 4.08213 -0.61 0.31 0.42
H -2.08551 -0.89689 -1.97308 0.52 -0.31 -0.77
H 0.38537 -3.60629 -0.56452 0.66 0.19 0.02
H -0.53786 3.47180 -2.63547 0.04 0.50 0.03
H -4.68785 0.33674 -1.67250 -0.36 0.25 0.46
H -4.18644 -0.82300 -0.42461 0.32 -0.22 -0.14
H -1.66852 3.86321 -3.98435 0.25 0.85 0.17
H 0.84502 3.34155 -6.39612 -0.04 0.00 0.34
H -3.57940 1.24394 3.42021 0.32 0.64 0.08
H 2.68047 -4.19570 0.85286 0.20 -0.34 0.30
H -1.01556 2.37060 -3.85082 0.77 -0.47 -0.46
H 2.02403 2.79722 -3.43545 0.49 0.43 0.12
H 2.47183 3.21927 -5.13189 0.13 0.07 0.26
H -4.54294 -1.41386 2.09257 0.38 0.04 -0.64
H -3.91794 -0.23895 -4.46356 -0.12 -0.67 0.38
H -3.18760 0.62665 -0.78997 -0.18 0.16 0.20
H -2.33249 1.79822 2.13895 0.46 -0.25 0.72
H 3.72938 -1.21870 2.85785 -0.14 -0.09 0.29
H 5.44790 1.05224 4.26018 -0.84 0.50 -0.55
H -3.27605 -2.53861 2.63407 0.22 0.27 0.07
H 4.55678 1.32142 1.39095 0.81 -0.03 0.61
H 3.29209 0.46882 0.88614 -0.27 -1.21 0.02
H -3.07897 1.04340 -3.73234 0.17 0.09 0.61
H 4.90107 -0.43340 1.12744 -0.09 0.34 -0.81
H 2.21398 1.60695 -0.86982 0.04 -0.14 0.19
H 0.35042 -2.93929 3.07238 -0.38 0.15 0.70
H 0.96728 1.07697 -1.97935 -0.07 0.00 -0.02
H -0.37442 -4.19442 0.81547 -0.76 0.31 0.25
H 5.03774 -0.59226 4.69007 -1.11 0.38 0.82
H 6.01316 -0.40302 3.58341 0.22 0.38 -1.43
H 0.76753 4.89857 -4.13405 0.16 0.16 -0.26
H 1.59243 -4.77767 2.16653 0.19 -0.37 -0.07
H 1.77200 -2.05458 0.93735 -0.01 0.08 -0.29
H -1.89181 -1.11322 4.08744 0.34 -0.05 0.62
H -3.76791 1.04401 1.69602 -0.48 0.27 0.02
H -0.56620 0.52539 -0.41412 -0.36 -0.24 0.42
H 1.36639 1.90546 -4.67441 -0.45 0.07 -0.58
H -2.15205 -0.35234 -4.21040 -0.19 0.04 -0.55
H -4.10635 -1.27710 3.66178 0.21 -0.57 0.65
H -0.58913 -2.43170 0.23192 -0.36 -0.27 0.41
H 2.82455 -3.57653 2.55252 0.23 -0.06 -0.19
```
Forces are in eV/Å.